Entry 1:
A single C5H11NO molecule, computed with ωB97M-V/def2-TZVPD.

## Properties
Charge: 0
SMILES: CCCNC(C)=O
Frontier orbital gap, eV: 10.5
Energy relative to the best compared isomer or geometry (same formula, charge and spin), kJ/mol: 7.91
Electronic energy, Eh: -327.12833

```
18
C5H11NO, DFT ωB97M-V/def2-TZVPD
C 1.423 0.925 -1.485
C 0.856 -0.490 -1.501
C 0.769 -1.138 -0.118
N 0.034 -0.361 0.874
C -1.284 -0.055 0.720
C -1.971 0.587 1.911
O -1.895 -0.287 -0.311
H 1.597 1.285 -2.505
H 0.728 1.620 -1.002
H 2.377 0.972 -0.947
H -0.141 -0.488 -1.949
H 1.489 -1.142 -2.117
H 0.313 -2.132 -0.216
H 1.780 -1.277 0.282
H 0.449 -0.239 1.784
H -2.521 1.463 1.559
H -1.297 0.882 2.720
H -2.706 -0.123 2.302
```

Atom charges from the natural (NBO) analysis, given in e for atoms 1 to 6: atom 1 (C): -0.610, atom 2 (C): -0.413, atom 3 (C): -0.212, atom 4 (N): -0.621, atom 5 (C): 0.673, atom 6 (C): -0.708

=====

Entry 2:
A single C5H11NO molecule, computed with ωB97M-V/def2-TZVPD.

## Properties
Charge: 0
Frontier orbital gap, eV: 8.2
Energy relative to the best compared isomer or geometry (same formula, charge and spin), kJ/mol: 439.90
Electronic energy, Eh: -326.96380

```
18
C5H11NO, DFT ωB97M-V/def2-TZVPD
C 2.212 -0.207 -1.310
C 1.494 -0.993 -0.207
C 1.255 -0.065 0.919
N 0.104 -0.181 0.000
C -1.193 -0.720 0.436
C -2.312 0.284 0.169
O -2.181 1.458 0.940
H 1.861 -0.456 -2.318
H 3.273 -0.481 -1.276
H 2.185 0.905 -1.214
H 0.046 0.427 -0.802
H 1.695 0.936 0.996
H 1.002 -0.495 1.888
H -1.372 -1.669 -0.074
H -1.145 -0.902 1.514
H -2.358 0.516 -0.909
H -3.276 -0.155 0.444
H -1.288 1.800 0.805
```

Atom charges from the natural (NBO) analysis, given in e for atoms 1 to 6: atom 1 (C): -0.695, atom 2 (C): -0.176, atom 3 (C): -0.273, atom 4 (N): -0.470, atom 5 (C): -0.236, atom 6 (C): -0.073

=====

Entry 3:
A molecular structure, C5H11NO, computed with ωB97M-V/def2-TZVPD.

## Properties
Charge: 0
Frontier orbital gap (spin up / spin down), eV: 8.0 / 8.0
Energy relative to the best compared isomer or geometry (same formula, charge and spin), kJ/mol: 612.27
Electronic energy, Eh: -326.89814

```
18
C5H11NO, DFT ωB97M-V/def2-TZVPD
C 1.851 0.783 1.454
C -0.564 0.093 1.557
N -0.549 -0.458 0.350
C 0.597 -0.867 -0.337
C -0.290 0.177 -0.924
C -1.314 -0.073 -2.012
O -1.738 -1.413 -2.060
H 1.957 0.415 2.477
H 1.481 1.810 1.470
H 2.859 0.812 1.012
H -0.359 -0.551 2.406
H -1.170 0.981 1.712
H 1.416 -0.140 0.522
H 0.729 -1.867 -0.739
H 0.092 1.204 -0.867
H -2.167 0.614 -1.882
H -0.860 0.150 -2.983
H -1.969 -1.669 -1.157
```

Atom charges from the natural (NBO) analysis, given in e for atoms 1 to 6: atom 1 (C): -0.917, atom 2 (C): -0.071, atom 3 (N): -0.356, atom 4 (C): -0.258, atom 5 (C): -0.101, atom 6 (C): -0.072

=====

Entry 4:
3 unconnected molecules or ions with the total composition C5H11NO, computed with ωB97M-V/def2-TZVPD.

## Properties
Charge: 0
Frontier orbital gap, eV: 9.9
Energy relative to the best compared isomer or geometry (same formula, charge and spin), kJ/mol: 561.01
Electronic energy, Eh: -326.91767

```
18
C5H11NO, DFT ωB97M-V/def2-TZVPD
C -0.726 2.606 -0.293
O -0.001 1.646 -0.904
C 0.481 0.733 -0.048
C -0.422 -0.228 0.734
N 0.510 -1.317 0.407
C -0.071 -2.586 0.036
C 1.159 -0.523 -0.652
H -1.569 2.246 0.308
H -1.004 3.359 -1.050
H 0.291 2.757 0.884
H 0.928 1.837 0.988
H -0.531 -0.017 1.801
H -1.427 -0.352 0.280
H -0.804 -2.505 -0.791
H -0.581 -3.020 0.903
H 0.717 -3.281 -0.272
H 0.799 -0.795 -1.670
H 2.253 -0.560 -0.659
```

Atom charges from the natural (NBO) analysis, given in e for atoms 1 to 6: atom 1 (C): -0.186, atom 2 (O): -0.469, atom 3 (C): 0.220, atom 4 (C): -0.290, atom 5 (N): -0.416, atom 6 (C): -0.412

=====

Entry 5:
A single C5H11NO molecule, computed with ωB97M-V/def2-TZVPD.

## Properties
Charge: 0
SMILES: CC[C@H]1C[C@H](O)N1
Frontier orbital gap, eV: 10.3
Energy relative to the best compared isomer or geometry (same formula, charge and spin), kJ/mol: 138.94
Electronic energy, Eh: -327.07843

```
18
C5H11NO, DFT ωB97M-V/def2-TZVPD
C 1.065 -0.287 -2.194
C 0.181 -0.915 -1.116
C -0.437 0.125 -0.196
C -1.132 -0.382 1.084
C -0.128 0.485 1.881
O -0.660 1.523 2.653
N 0.489 0.934 0.632
H 0.504 0.459 -2.770
H 1.932 0.222 -1.756
H 1.440 -1.042 -2.893
H -0.637 -1.476 -1.589
H 0.757 -1.640 -0.523
H -1.070 0.786 -0.805
H -2.181 -0.105 1.216
H -1.026 -1.458 1.251
H 0.536 -0.060 2.561
H -1.107 2.117 2.035
H 1.475 0.714 0.529
```

Atom charges from the natural (NBO) analysis, given in e for atoms 1 to 6: atom 1 (C): -0.607, atom 2 (C): -0.408, atom 3 (C): -0.039, atom 4 (C): -0.452, atom 5 (C): 0.247, atom 6 (O): -0.705

=====

Entry 6:
2 unconnected molecules or ions with the total composition C5H11NO, computed with ωB97M-V/def2-TZVPD.

## Properties
Charge: +1
2S+1: 2
Frontier orbital gap (spin up / spin down), eV: 9.2 / 5.2
Energy relative to the best compared isomer or geometry (same formula, charge and spin), kJ/mol: 309.07
Electronic energy, Eh: -326.70637

```
18
C5H11NO, DFT ωB97M-V/def2-TZVPD
N 2.491 0.320 -1.488
C 2.022 0.762 -0.182
C -2.408 0.505 -0.868
C -1.691 -0.251 -0.028
C -0.231 -0.257 -0.045
C 0.582 0.819 0.143
H 1.901 -0.379 -1.921
H 2.606 1.115 -2.098
H 2.571 1.692 -0.023
H 2.424 0.074 0.608
H -3.459 0.337 -1.078
H -2.004 1.171 -1.630
H -2.240 -0.866 0.676
H 0.201 -1.245 -0.182
H 0.236 1.801 0.451
H -0.825 -2.122 1.835
H -1.514 -1.695 3.117
O -0.661 -1.782 2.709
```

Atom charges from the Mulliken analysis, given in e for atoms 1 to 6: atom 1 (N): -0.502, atom 2 (C): -0.646, atom 3 (C): -0.727, atom 4 (C): -0.131, atom 5 (C): 0.026, atom 6 (C): -0.022

=====

Entry 7:
A single C5H11NO2 molecule, computed with ωB97M-V/def2-TZVPD.

## Properties
Charge: 0
SMILES: C=C(CON)[C@H](C)O
Frontier orbital gap, eV: 10.6
Energy relative to the best compared isomer or geometry (same formula, charge and spin), kJ/mol: 322.73
Electronic energy, Eh: -402.25522

```
19
C5H11NO2, DFT ωB97M-V/def2-TZVPD
C -0.105 -0.772 -1.364
C -0.025 0.084 -0.360
C 1.254 0.860 -0.108
O 2.422 0.178 -0.509
N 2.723 -0.881 0.409
C -1.143 0.388 0.618
C -2.434 -0.373 0.351
O -1.476 1.769 0.599
H -0.987 -1.347 -1.578
H 0.739 -0.925 -2.017
H 1.266 1.777 -0.707
H 1.338 1.119 0.957
H 2.410 -1.749 -0.026
H 3.739 -0.900 0.456
H -0.778 0.120 1.628
H -2.271 -1.443 0.436
H -2.808 -0.130 -0.639
H -3.177 -0.065 1.082
H -0.687 2.292 0.774
```

Atom charges from the natural (NBO) analysis, given in e for atoms 1 to 6: atom 1 (C): -0.396, atom 2 (C): -0.030, atom 3 (C): -0.109, atom 4 (O): -0.412, atom 5 (N): -0.539, atom 6 (C): 0.067

=====

Entry 8:
A molecular structure, C5H11NO2, computed with ωB97M-V/def2-TZVPD.

## Properties
Charge: 0
Frontier orbital gap, eV: 8.2
Energy relative to the best compared isomer or geometry (same formula, charge and spin), kJ/mol: 1088.32
Electronic energy, Eh: -401.96362

```
19
C5H11NO2, DFT ωB97M-V/def2-TZVPD
C 0.967 0.181 0.058
C 0.509 -0.774 1.144
C -1.000 -0.763 1.138
C -1.485 0.316 -0.008
C -0.265 0.198 -0.928
H 3.323 0.388 -0.614
H 2.383 -1.484 0.487
H 1.040 1.264 0.441
H 0.832 -1.683 0.747
H 0.802 -0.331 2.208
H -1.203 -0.266 2.183
H -1.590 -1.667 1.072
H -1.566 1.166 0.579
H -2.294 1.017 -1.849
H -0.527 -0.774 -1.215
H 1.018 1.720 -2.188
N 2.217 -0.313 -0.549
O -2.681 0.484 -0.908
O -0.480 1.321 -1.795
```

Atom charges from the natural (NBO) analysis, given in e for atoms 1 to 6: atom 1 (C): -0.097, atom 2 (C): -0.429, atom 3 (C): -0.428, atom 4 (C): 0.113, atom 5 (C): 0.032, atom 6 (H): 0.396

=====

Entry 9:
A single C5H11NO2 molecule, computed with ωB97M-V/def2-TZVPD.

## Properties
Charge: 0
SMILES: CC(=O)[C@@](C)(N)CO
Frontier orbital gap, eV: 9.9
Energy relative to the best compared isomer or geometry (same formula, charge and spin), kJ/mol: 162.07
Electronic energy, Eh: -402.31641

```
19
C5H11NO2, DFT ωB97M-V/def2-TZVPD
C 0.031 1.956 0.683
C 0.748 0.839 -0.028
O 1.780 1.053 -0.667
C -0.086 -0.558 -0.379
C -1.429 -0.254 -1.032
N 0.760 -1.363 -1.279
C -0.182 -1.186 0.982
O 0.919 -0.444 1.823
H 0.123 2.874 0.096
H -1.023 1.762 0.874
H 0.503 2.108 1.656
H -1.298 0.377 -1.917
H -2.107 0.269 -0.350
H -1.936 -1.178 -1.331
H 1.743 -1.219 -1.040
H 0.701 -0.975 -2.222
H 0.088 -2.244 1.013
H -1.111 -0.966 1.508
H 1.774 -0.851 1.609
```

Atom charges from the natural (NBO) analysis, given in e for atoms 1 to 6: atom 1 (C): -0.735, atom 2 (C): 0.641, atom 3 (O): -0.601, atom 4 (C): -0.021, atom 5 (C): -0.621, atom 6 (N): -0.829

=====

Entry 10:
3 unconnected molecules or ions with the total composition C5H11NO2, computed with ωB97M-V/def2-TZVPD.

## Properties
Charge: 0
SMILES: C#CN.O=CO.CC
Frontier orbital gap, eV: 10.1
Energy relative to the best compared isomer or geometry (same formula, charge and spin), kJ/mol: 288.60
Electronic energy, Eh: -402.26822

```
19
C5H11NO2, DFT ωB97M-V/def2-TZVPD
C -1.194 -1.777 -0.163
C -1.240 -1.664 -1.355
N -1.230 -1.510 -2.706
H -1.171 -1.815 0.885
H -0.745 -2.266 -3.166
H -2.158 -1.420 -3.084
O 0.031 1.826 -0.631
C -0.081 1.113 -1.576
O 0.904 0.369 -2.075
H -1.047 1.003 -2.128
H 0.559 -0.293 -2.702
C 0.488 0.196 2.192
C 1.349 1.412 2.492
H -0.468 0.512 1.823
H 0.958 -0.412 1.412
H 0.352 -0.417 3.083
H 2.343 1.100 2.830
H 0.892 2.023 3.270
H 1.457 2.020 1.600
```

Atom charges from the natural (NBO) analysis, given in e for atoms 1 to 6: atom 1 (C): -0.281, atom 2 (C): 0.124, atom 3 (N): -0.871, atom 4 (H): 0.245, atom 5 (H): 0.395, atom 6 (H): 0.400

=====

Entry 11:
3 unconnected molecules or ions with the total composition C5H11NO2, computed with ωB97M-V/def2-TZVPD.

## Properties
Charge: 0
SMILES: Cc1cc[nH]c1.O.O
Frontier orbital gap, eV: 8.8
Energy relative to the best compared isomer or geometry (same formula, charge and spin), kJ/mol: 296.43
Electronic energy, Eh: -402.26524

```
19
C5H11NO2, DFT ωB97M-V/def2-TZVPD
C -1.266 0.265 -0.891
C -0.162 0.570 -0.054
C -0.076 1.773 0.625
C 1.081 1.792 1.442
N 1.639 0.494 1.157
C 0.813 -0.295 0.408
H -0.784 0.305 -1.811
H -1.758 -0.693 -0.559
H -2.008 1.150 -0.873
H -0.671 2.603 0.634
H 1.529 2.396 2.246
H 2.391 0.122 1.763
H 1.033 -1.318 0.046
O -1.472 -1.900 1.388
H -1.349 -2.736 1.201
H -2.144 -1.377 0.892
O 1.259 -1.366 -2.641
H 1.072 -0.540 -3.123
H 0.874 -1.246 -1.852
```

Atom charges from the natural (NBO) analysis, given in e for atoms 1 to 6: atom 1 (C): -0.612, atom 2 (C): -0.136, atom 3 (C): -0.284, atom 4 (C): -0.090, atom 5 (N): -0.507, atom 6 (C): -0.049

=====

Entry 12:
A single C5H11NO2 molecule, computed with ωB97M-V/def2-TZVPD.

## Properties
Charge: 0
SMILES: CN(C)C(=O)CCO
Frontier orbital gap, eV: 10.0
Energy relative to the best compared isomer or geometry (same formula, charge and spin), kJ/mol: 90.23
Electronic energy, Eh: -402.34378

```
19
C5H11NO2, DFT ωB97M-V/def2-TZVPD
C 1.487 -0.861 1.779
N 0.779 0.003 0.864
C 0.979 1.455 0.995
C -0.240 -0.504 0.104
O -0.411 -1.727 0.077
C -1.124 0.434 -0.671
C -1.741 -0.281 -1.853
O -0.689 -0.464 -2.823
H 1.607 -1.832 1.303
H 2.470 -0.460 2.020
H 0.956 -1.048 2.715
H 1.598 1.680 1.859
H 0.055 2.018 1.029
H 1.615 1.740 0.144
H -1.884 0.815 0.024
H -0.526 1.281 -1.001
H -2.076 -1.272 -1.576
H -2.498 0.363 -2.295
H -0.356 -1.341 -2.695
```

Atom charges from the natural (NBO) analysis, given in e for atoms 1 to 6: atom 1 (C): -0.412, atom 2 (N): -0.431, atom 3 (C): -0.417, atom 4 (C): 0.684, atom 5 (O): -0.659, atom 6 (C): -0.524